1.
C28H30MnN7S3Se2 | ωB97M-V/def2-TZVPD

LUMO (alpha / beta)	-0.3731 / -0.3991	Eh
energy relative to the best compared isomer or geometry (same formula, charge and spin)	65.0	kcal per mole
F_max	2.091	eV Å⁻¹
gap between HOMO and LUMO (alpha / beta)	4.000 / 3.294	eV
2S+1	4
charge	+3

```
71
Properties=species:S:1:pos:R:3:lowdin_charge:R:1
H -4.692 -0.065 -1.037 0.122
H -5.750 -1.193 0.940 0.133
C 3.165 0.194 2.491 0.006
N -0.581 3.831 3.799 -0.044
C 3.403 -1.220 -2.769 -0.082
C -1.188 -3.202 -1.826 -0.118
S 0.416 0.680 -0.955 0.885
C 1.550 -1.949 2.217 -0.650
C 5.783 -2.539 -2.199 -0.015
H 3.791 1.068 2.556 0.128
C -0.156 0.885 -2.545 -0.571
C -3.136 3.593 5.514 -0.058
H 1.335 3.160 -2.050 0.098
H 0.215 3.686 3.190 0.104
H -4.001 3.096 5.941 0.096
H -2.256 0.048 -1.181 0.081
H -2.956 1.773 4.501 0.107
C 4.648 -2.860 -1.483 -0.058
C -4.679 -1.122 0.840 0.002
Se -1.427 -2.355 3.062 0.760
N -0.708 -0.011 -3.422 0.038
H 0.330 5.330 4.913 0.098
N -0.066 2.079 -3.157 -0.102
C 5.738 -1.580 -3.204 0.015
C -0.604 5.159 4.378 -0.041
C -1.399 2.796 3.874 -0.838
C -3.837 -1.626 1.809 -0.078
H -2.295 -4.914 -2.484 0.135
Se 0.282 -3.414 1.951 0.744
H 4.677 -3.625 -0.724 0.123
C 0.357 3.292 -2.513 0.001
C 2.136 0.156 1.566 -0.155
H -4.220 -2.066 2.718 0.114
C -2.457 -1.612 1.602 -0.627
H -2.316 -1.447 -4.963 0.119
H 2.635 -2.872 3.809 0.126
C 4.541 -0.925 -3.489 -0.025
N 1.350 -0.909 1.406 -0.122
H 2.460 -0.731 -2.981 0.091
H -0.361 3.565 -1.736 0.116
C -2.421 -3.249 -3.849 0.022
S -0.980 1.437 2.887 0.512
H -1.431 5.298 5.060 0.063
H -2.464 3.859 6.329 0.095
C -2.004 -3.897 -2.693 0.014
C -2.715 -0.489 -0.360 -0.138
H 0.413 4.095 -3.245 0.116
C -4.091 -0.512 -0.263 -0.009
C -0.911 0.670 -4.616 0.017
H -3.085 -3.738 -4.547 0.140
H -3.481 4.492 5.005 0.094
H -0.517 2.768 -5.138 0.153
H 6.625 -1.356 -3.775 0.134
H 4.184 -0.915 4.032 0.135
S 2.015 -2.600 -0.884 0.919
H 6.705 -3.050 -1.973 0.131
H 4.494 -0.190 -4.278 0.125
C 2.535 -1.996 3.185 -0.040
C -1.983 -1.958 -4.077 0.049
H -0.847 -3.685 -0.910 0.088
C 3.451 -2.189 -1.763 -0.559
C -0.512 1.951 -4.441 0.023
H -0.684 5.898 3.579 0.096
N -0.759 -1.946 -2.024 -0.004
N -1.884 -1.079 0.518 -0.023
H -1.294 0.215 -5.505 0.134
N -2.505 2.673 4.589 -0.045
Mn 0.226 -1.428 -0.273 0.234
C -1.132 -1.331 -3.162 -0.206
C 3.382 -0.904 3.310 0.013
H 1.943 1.004 0.923 0.058
```

2.
C28H30N2O3 | ωB97M-V/def2-TZVPD

LUMO	-0.0449	Eh
energy relative to the best compared isomer or geometry (same formula, charge and spin)	26.1	kcal per mole
F_max	2.808	eV Å⁻¹
gap between HOMO and LUMO	4.670	eV

```
63
Properties=species:S:1:pos:R:3:lowdin_charge:R:1
C -3.126 -2.949 -3.281 -0.179
C 3.959 1.957 -0.986 -0.015
H 1.325 4.065 -1.615 0.104
H 2.951 -3.170 0.229 0.102
H -0.369 -1.561 0.313 0.123
H 0.453 0.170 -2.939 0.065
H -4.617 1.090 2.362 0.102
H -3.670 -3.894 -3.369 0.112
C -0.729 0.244 1.413 -0.069
H 0.034 2.082 -0.754 0.112
C -1.478 3.095 3.591 -0.012
C 0.918 3.247 3.189 -0.065
C 2.688 -2.414 0.982 -0.003
O -1.379 0.449 -1.907 -0.011
H -4.002 0.354 3.858 0.106
H -2.401 3.437 4.057 0.101
C 1.855 3.166 -1.297 -0.067
C 4.993 -0.831 0.008 0.004
H -3.875 -0.699 0.808 0.107
H 1.817 1.606 2.077 0.113
C 3.206 0.879 -0.540 -0.167
C -2.104 0.045 1.748 -0.143
H -2.459 -1.767 0.749 0.085
O 1.016 -2.780 -1.826 -0.014
C -1.878 -0.664 -2.104 -0.503
C 1.367 -0.293 0.223 -0.113
H -4.854 -1.688 -2.960 0.119
H 3.446 -2.419 1.778 0.089
H -3.365 -1.597 2.269 0.104
C 0.996 -0.762 -3.114 -0.010
H -3.929 2.126 3.641 0.081
C -0.318 1.447 2.149 -0.087
C -3.933 -1.995 -2.449 -0.171
C 1.118 2.085 -0.804 -0.019
C 2.546 -1.077 0.392 -0.182
C -0.257 3.765 3.762 -0.077
C -1.774 -3.173 -2.590 -0.190
C 0.036 -0.587 0.590 0.111
O -3.233 -0.738 -2.175 -0.027
H -1.918 -3.803 -1.696 0.108
C 0.899 2.064 2.432 -0.003
H 2.042 -0.666 -2.804 0.074
H -2.965 -2.557 -4.296 0.124
N -2.524 1.077 2.528 -0.023
H 1.861 3.778 3.348 0.106
C 1.799 0.949 -0.392 -0.152
C -3.843 1.164 3.133 0.010
H -4.189 -2.458 -1.480 0.116
H 0.959 -0.984 -4.196 0.096
H 1.721 -2.692 1.412 0.091
C 0.344 -1.861 -2.333 -0.459
H 5.130 -1.737 -0.594 0.104
C -3.002 -1.057 1.379 0.015
C -1.478 1.970 2.774 -0.151
N 3.617 -0.368 -0.060 -0.028
H -1.111 -3.705 -3.281 0.115
H 5.258 -1.070 1.045 0.096
H 3.805 3.971 -1.763 0.099
C -1.113 -1.900 -2.233 -0.156
H 5.651 -0.046 -0.367 0.082
H 5.046 1.888 -1.008 0.099
H -0.222 4.683 4.353 0.104
C 3.257 3.108 -1.381 -0.083
```

3.
C28H30N6OP2Ru | ωB97M-V/def2-TZVPD

LUMO (alpha / beta)	-0.1575 / -0.1308	Eh
energy relative to the best compared isomer or geometry (same formula, charge and spin)	67.4	kcal per mole
F_max	2.270	eV Å⁻¹
gap between HOMO and LUMO (alpha / beta)	6.245 / 7.032	eV
2S+1	2
charge	+1

```
68
Properties=species:S:1:pos:R:3:lowdin_charge:R:1
C 2.119 -2.708 0.874 -0.194
H 1.126 -1.405 -3.805 0.042
C -1.036 0.958 -4.810 -0.081
H -0.431 4.509 -0.688 0.054
N -2.495 -0.540 0.094 -0.102
H 3.241 -2.954 5.325 0.112
H 3.699 -3.271 2.945 0.118
C -0.890 3.580 -0.359 -0.225
H -1.421 -1.810 2.250 0.085
H -1.249 2.158 -6.567 0.117
C -3.523 -1.228 0.565 -0.149
C 3.592 -3.593 -0.828 -0.069
H -3.413 -2.245 0.888 0.110
H 2.004 3.263 -0.171 0.054
H -2.353 1.365 -0.594 0.074
Ru -0.004 -0.285 -0.041 0.873
C 2.375 -1.568 -1.237 -0.165
H 2.195 -0.693 -1.862 0.075
H -5.669 -0.736 0.855 0.103
C -4.294 0.756 0.011 -0.075
H -1.930 3.563 -0.682 0.049
H -0.800 4.272 -5.387 0.117
O 1.930 0.864 0.947 -0.218
C 1.598 1.037 4.478 -0.190
C 2.724 -2.932 3.258 -0.010
H -2.625 -2.277 -2.579 0.053
C 0.263 -1.971 4.074 -0.045
N -2.980 0.657 -0.236 -0.039
C -0.488 3.319 -3.496 -0.089
H 3.254 -4.508 1.076 0.120
H -0.373 -1.980 -4.569 0.045
C -4.689 -0.455 0.530 -0.040
H 1.703 3.699 -1.867 0.052
H 1.069 -2.015 6.049 0.111
H -1.254 0.039 -5.334 0.101
N 2.170 0.937 2.171 0.005
C 1.754 -2.658 2.294 -0.139
H -3.273 -0.642 -2.439 0.027
C -1.039 2.151 -5.509 -0.048
C 3.018 -3.682 0.422 -0.030
C 3.307 -2.511 -1.650 -0.080
C 0.494 -2.215 2.723 -0.272
N -0.537 -2.005 1.786 0.081
P -0.824 -0.673 -2.536 0.885
H -2.716 -1.233 -4.012 0.049
H 4.311 -4.333 -1.146 0.110
H 2.444 2.124 -1.454 0.051
C 1.250 -2.221 5.008 -0.078
H -0.637 -2.776 1.126 0.111
C 0.134 -1.811 -3.620 -0.251
C 1.726 -1.701 -0.016 -0.122
C -0.446 2.120 -2.788 -0.385
H -0.698 -1.577 4.378 0.118
C 1.254 1.033 3.116 -0.319
C 2.473 -2.733 4.600 -0.056
C -0.748 0.924 -3.447 -0.373
H -0.310 4.250 -2.980 0.102
H -0.867 3.543 0.730 0.039
H 3.804 -2.405 -2.603 0.108
H 0.239 -2.764 -3.101 0.052
N -0.902 1.018 1.832 0.113
C -2.527 -1.254 -2.940 -0.238
P 0.058 2.138 -1.018 0.890
N 1.823 1.031 5.602 0.187
H -4.845 1.649 -0.200 0.123
C -0.063 1.048 2.639 -0.157
C 1.724 2.880 -1.150 -0.227
C -0.778 3.339 -4.846 -0.049
```

4.
C28H31AlB2BeBr2Cl2F6N2O14PS | ωB97M-V/def2-TZVPD

LUMO	-0.3530	Eh
F_max	6.520	eV Å⁻¹
gap between HOMO and LUMO	0.837	eV
charge	+1

```
91
Properties=species:S:1:pos:R:3:lowdin_charge:R:1
H 6.467 2.483 0.910 0.016
O -8.601 -3.777 9.552 0.275
F 3.554 0.944 -2.000 0.018
H -7.533 0.933 3.336 0.072
H -1.783 2.224 1.647 0.132
Cl 2.344 5.306 -2.643 0.462
H -7.488 0.791 1.577 0.080
O -9.148 -5.638 8.431 0.244
C 1.366 -1.919 -8.198 -0.018
H 5.857 -1.670 -2.071 0.056
C 7.272 -0.739 -3.438 -0.670
C 0.889 0.870 -3.894 -0.388
C 3.804 1.274 3.684 0.019
B -7.876 -2.543 9.192 -0.974
H -0.566 0.171 3.652 0.128
O 1.310 -1.145 -5.095 0.149
H 7.516 -2.306 -1.985 0.070
F 1.039 -0.276 -11.937 0.120
O 2.833 -4.693 -5.925 0.177
C 1.496 -0.438 -4.133 -0.369
C 4.275 2.142 2.441 -0.322
O 6.412 4.065 2.803 -0.441
H -6.239 -1.085 6.392 0.075
O -7.782 -4.312 6.253 0.229
C 2.283 0.855 3.721 -0.124
H -5.224 -1.906 5.185 0.090
H -0.543 0.199 1.761 0.141
O -4.831 0.241 3.609 -0.178
F 2.670 -2.555 6.959 -0.444
H -0.454 3.758 2.304 0.070
O -7.487 -2.696 7.777 0.244
C -0.346 0.810 2.715 -0.085
H -6.092 1.043 5.050 0.112
H 0.835 5.092 -4.450 0.048
C -7.933 -3.876 7.368 -0.348
C 6.913 -1.409 -2.140 -0.667
H 0.245 0.885 -9.760 0.128
N 3.510 3.322 0.096 -0.280
C -1.371 2.060 2.713 -0.197
H -6.138 -1.049 2.645 0.112
F -6.711 -2.399 10.010 0.112
H -6.837 -1.346 4.754 0.076
C -8.628 -4.550 8.476 -0.347
H 7.258 -1.461 -4.256 0.069
H -2.236 1.879 3.456 0.142
C 0.788 -0.655 -8.356 -0.029
C -5.948 -1.102 5.341 -0.065
C 1.834 -2.625 -9.313 -0.030
C 2.246 -4.900 -4.832 -0.728
H 1.502 -3.513 -5.438 0.090
H -4.527 0.471 5.597 0.117
H 2.286 -3.603 -9.188 0.120
H 1.453 -2.354 -7.209 0.081
H 2.067 -2.605 -11.455 0.130
S 2.037 3.437 -0.792 0.758
B 2.250 0.366 -2.160 -1.083
C 0.682 -0.097 -9.620 0.021
C 1.490 -1.165 5.592 0.178
Br 7.298 -0.257 -0.622 0.605
C -5.361 0.237 4.930 -0.268
C 1.719 -2.071 -10.579 0.018
H -6.482 1.999 2.408 0.080
H 6.844 1.633 3.034 0.043
H -5.171 0.003 1.628 0.113
H 8.239 -0.235 -3.424 0.058
P 6.094 2.642 2.303 0.709
C -5.749 -0.030 2.557 -0.278
H 4.500 0.945 4.537 0.152
Cl 2.347 6.744 -5.182 0.575
F 1.760 -0.094 -0.887 0.075
C 3.258 2.556 1.312 -0.289
O 1.326 1.358 -2.731 0.145
H 0.625 6.633 -3.578 0.047
Be 4.026 -0.047 1.486 0.965
C 1.731 2.118 1.399 -0.169
C 1.352 5.927 -3.977 -0.926
Br 5.939 0.606 -3.893 0.681
C -6.878 0.981 2.463 -0.078
C 1.206 1.253 2.632 0.003
N 0.956 2.604 0.247 -0.112
O 2.302 -0.748 -3.118 0.230
C 1.145 -0.810 -10.723 -0.241
O -0.733 3.305 3.130 -0.106
O 0.113 1.440 -4.623 0.165
F -8.731 -1.406 9.347 0.113
C 1.791 -0.050 4.938 -0.017
H 0.423 -0.113 -7.490 0.112
H 1.250 -2.180 6.118 0.097
O 1.306 -3.980 -4.596 0.154
O 2.411 -5.794 -3.985 0.222
Al 2.680 5.614 0.228 0.746
```